No. 1
The following is a DFT calculation (ωB97M-V/def2-TZVPD) of a cluster of 9 separate species, C7H33NO8 in total at a distorted geometry.

Atoms and positions in Å:
N 0.3863 -0.9471 -0.4007
H -0.1571 -1.5583 -0.9934
H 1.0903 -0.5575 -1.0111
H 0.8996 -1.4921 0.2772
H -0.1270 -0.2343 0.0979
O -0.7897 1.0492 0.8403
H -1.0974 1.6322 1.5614
C -2.0132 -3.6530 -2.2107
O -0.8908 -2.8419 -1.8514
H -1.9092 -3.9488 -3.2546
H -1.9870 -4.5033 -1.5293
H -2.9424 -3.1144 -2.0244
H -0.1202 -3.3793 -2.0485
C 1.6998 2.9375 1.8775
O 1.7498 1.5843 1.6035
H 0.8711 3.1971 2.5363
H 2.6472 3.1310 2.3806
H 1.6163 3.5450 0.9763
H 0.8478 1.3407 1.3826
C 2.6320 -2.4388 1.4413
O 2.0228 -3.0763 0.3388
H 3.5491 -2.9936 1.6393
H 2.8251 -1.3671 1.3954
H 1.9979 -2.6403 2.3047
H 1.6476 -3.8917 0.6792
C 0.1480 -0.0979 4.0533
O -0.4187 -0.6889 2.8407
H -0.3332 -0.4879 4.9502
H 1.2049 -0.2879 4.2401
H 0.0800 0.9894 4.0165
H -0.6469 -0.0479 2.1635
C 2.2487 1.3165 -2.8363
O 1.9596 0.0262 -2.3849
H 3.2874 1.4084 -3.1539
H 1.4891 1.6458 -3.5453
H 2.1730 1.9468 -1.9503
H 2.4834 -0.6233 -2.8597
C -2.0740 3.5858 -0.8711
O -0.7771 3.2084 -0.7180
H -2.0869 4.6245 -1.2013
H -2.4722 2.9681 -1.6761
H -2.6733 3.4448 0.0284
H -0.6414 2.4151 -0.1947
C -3.0656 -0.1601 -1.4646
O -2.5101 -0.7720 -0.3070
H -3.9807 -0.7385 -1.5916
H -3.4399 0.8437 -1.2639
H -2.4715 -0.1777 -2.3784
H -1.9315 -0.1207 0.0963

Atomic forces in eV per Å
1.249 -0.527 0.086
-1.001 -0.337 0.169
0.379 0.806 -0.328
-0.224 -0.476 0.150
-0.562 0.919 0.294
-0.253 0.656 0.769
-0.130 -0.424 -0.625
0.244 -0.060 0.571
0.011 -0.036 -0.441
-0.330 -0.129 0.027
-0.341 -0.344 -0.302
0.281 0.181 -0.144
0.211 0.010 -0.006
0.753 0.646 0.310
0.498 -1.014 -0.105
-0.103 0.118 0.218
-0.092 0.616 0.088
0.016 0.168 -0.113
-0.778 -0.580 -0.536
0.479 -1.351 1.732
-0.335 0.307 -1.081
0.449 0.477 0.111
-0.258 -0.083 -0.718
-0.030 0.515 0.288
-0.054 -0.011 -0.104
-0.465 0.051 -1.032
1.113 -1.059 2.310
-0.527 0.053 -0.214
0.257 -0.374 -0.733
-0.273 0.064 0.118
0.062 0.856 -0.337
0.068 1.139 0.775
0.152 -1.380 -0.049
-0.167 -0.003 -0.500
0.372 0.075 -0.308
-0.146 0.247 -0.091
-0.039 0.016 -0.085
-0.835 -0.322 -0.647
2.586 0.985 -0.200
-0.221 0.089 0.160
-0.827 0.115 -0.158
-0.217 0.147 0.123
-0.496 -0.885 0.466
-1.339 -0.611 0.882
-0.006 -0.097 -0.886
-0.073 -0.046 -0.706
0.395 0.270 0.008
0.338 -0.084 0.094
0.208 0.705 0.703

2S+1 = 1


No. 2
The following is a DFT calculation (ωB97M-V/def2-TZVPD) of a cluster of 10 separate species, C7H34NO9 in total at a distorted geometry.

Atoms and positions in Å:
C -2.6704 -1.0966 1.6289
C -1.4115 -0.6025 0.9642
C -1.4430 -0.7435 -0.5648
C -2.1892 0.4176 -1.1815
C -1.6324 1.5753 -1.5236
C -0.2096 1.9612 -1.3431
C -3.6650 0.1871 -1.4209
N -0.2382 -1.3896 1.5092
H -2.9476 -2.0988 1.2922
H -3.4985 -0.4537 1.3595
H -2.6114 -1.1207 2.7255
H -1.2152 0.4573 1.2054
H -0.4160 -0.7741 -0.9628
H -1.8946 -1.7050 -0.8383
H -2.2542 2.3705 -1.9556
H 0.2014 2.4284 -2.2560
H 0.4757 1.1566 -1.0517
H -0.1169 2.7092 -0.5285
H -4.0031 0.5908 -2.3777
H -3.9076 -0.8700 -1.4235
H -4.2510 0.7152 -0.6728
H -0.3379 -2.3800 1.2411
H 0.6580 -1.0854 1.1143
H -0.2149 -1.3405 2.5543
H 1.8663 -1.4817 -4.0319
H 3.3468 -2.0461 -4.1382
O 2.6964 -1.6765 -3.5272
H -0.7965 -0.8190 4.8265
H 0.0589 0.2805 4.1327
O -0.1017 -0.6963 4.1699
H 3.1718 2.6928 2.5475
H 2.5580 1.5613 1.6748
O 2.3348 2.3736 2.1992
H -2.5247 2.9159 2.8442
H -1.3420 2.0569 3.2907
O -2.2352 2.0013 2.8916
H 0.6240 2.4498 4.7096
H 1.0614 2.0921 3.2700
O 0.3268 1.9439 3.9391
H 3.4414 0.2676 -0.2109
H 3.9714 -0.3467 1.1049
O 3.2087 0.1145 0.7444
H 4.0039 1.0158 -2.4490
H 3.3595 -0.4127 -2.5173
O 3.7877 0.2438 -1.9176
H 0.1716 -0.2973 -5.0458
H 0.2276 -1.7404 -5.6451
O 0.4326 -1.2060 -4.8707
H 1.9892 -4.1902 -1.7577
H 2.2073 -2.7341 -2.2538
O 1.9469 -3.2718 -1.4740

Atomic forces in eV per Å
-0.294 -0.221 0.429
0.424 0.348 -0.244
0.587 0.218 0.000
-0.613 -0.279 -0.600
0.058 0.029 -0.008
0.826 0.616 0.369
-0.025 0.379 -0.208
-0.091 -0.803 -0.293
0.190 -0.071 -0.078
-0.092 0.229 0.019
0.093 0.204 -0.299
-0.106 -0.503 0.145
-0.180 0.054 0.201
-0.044 0.185 0.014
0.047 -0.442 0.136
-0.175 -0.133 0.373
-0.255 -0.080 -0.169
-0.057 -0.168 -0.452
0.195 0.011 -0.014
-0.146 -0.111 0.162
-0.207 -0.202 0.244
0.049 0.350 0.061
-0.060 0.107 0.130
0.139 0.350 0.033
0.389 -0.128 -0.034
-0.185 0.089 0.033
-0.067 0.133 -0.300
0.070 -0.035 -0.028
-0.008 -0.316 0.149
-0.091 0.117 -0.104
0.056 0.024 -0.013
0.162 0.488 0.236
-0.130 -0.641 -0.333
-0.138 0.040 -0.043
-0.410 0.055 -0.135
0.403 -0.083 0.072
-0.248 -0.175 -0.079
-0.334 -0.006 0.283
0.832 0.359 -0.161
-0.212 -0.186 0.406
0.003 -0.067 0.072
-0.100 0.220 -0.426
-0.007 -0.058 0.013
0.259 0.332 0.246
-0.187 -0.115 -0.136
-0.107 -0.044 -0.194
-0.097 0.185 -0.043
0.036 -0.081 0.171
0.012 0.073 0.015
-0.054 -0.404 0.422
-0.111 0.156 -0.039

2S+1 = 1
Net charge = +1


No. 3
The following is a DFT calculation (ωB97M-V/def2-TZVPD) of a cluster of 11 separate species, C7H34O10 in total at a distorted geometry.

Atoms and positions in Å:
C 0.5663 2.4819 -1.7161
C -0.2694 1.6283 -0.7599
C -0.3645 0.1643 -1.2721
C -1.1869 -0.6021 -0.2341
C -2.4064 -1.0320 -0.5376
C -0.4764 -0.8879 1.0541
C -1.1320 -1.9572 1.9300
H 0.3137 2.1819 -2.7374
H 1.6368 2.3373 -1.5661
H 0.3635 3.5539 -1.7240
H 0.1954 1.5937 0.2249
H -1.2338 2.1227 -0.6274
H -0.6710 0.1836 -2.3119
H 0.6634 -0.2066 -1.2083
H -2.8987 -0.8846 -1.4882
H -2.8922 -1.7369 0.1275
H -0.4347 0.0249 1.6556
H 0.5691 -1.0925 0.8042
H -0.4083 -2.3203 2.6647
H -1.8637 -1.4519 2.5561
H -1.4139 -2.8274 1.3429
H 2.5728 1.1438 2.4482
H 2.5988 -0.4406 1.9984
O 2.2526 0.2432 2.5795
H -4.8874 1.5469 0.5727
H -4.4771 2.1250 -0.7869
O -4.9006 1.3674 -0.3740
H 3.0570 3.5041 2.0257
H 2.4200 3.1457 0.6381
O 2.5726 2.8469 1.5215
H 3.2489 -0.5439 -0.3932
H 4.0261 -1.6488 0.2755
O 3.3337 -1.0072 0.4604
H -3.2078 0.2032 -3.6706
H -2.2203 1.1315 -2.8777
O -2.5250 0.8657 -3.7470
H 0.0740 -2.2446 -1.3139
H 0.4982 -3.3871 -0.3176
O 0.2491 -3.1850 -1.2210
H -3.1543 1.5334 3.3162
H -2.6139 0.3181 2.5138
O -3.0395 1.1628 2.4473
H 3.0334 0.6743 -2.7960
H 3.0142 -0.8956 -2.7435
O 3.2141 -0.0804 -2.2402
H -0.1369 -0.2294 4.5532
H 1.3372 -0.3745 4.1092
O 0.6468 -0.7719 4.6622
H 1.3284 -2.6675 -2.8588
H 2.7449 -2.9929 -2.1067
O 2.2839 -2.6156 -2.8515

Atomic forces in eV per Å
-0.098 -0.035 -0.479
0.595 0.371 -0.328
0.140 1.227 1.945
-0.241 -0.068 -1.674
0.161 -0.838 0.377
-0.096 0.111 0.111
1.488 0.265 0.264
0.261 -0.076 -0.108
0.063 -0.079 -0.085
-0.053 0.014 0.504
-0.031 0.169 0.095
-0.266 -0.427 -0.035
-0.376 -0.559 -0.002
0.095 -0.080 -0.338
0.145 0.214 -0.042
-0.337 0.351 0.108
0.201 0.089 -0.139
-0.006 -0.213 0.206
0.112 0.131 -0.054
-0.774 -0.714 -0.268
-0.763 0.117 0.150
0.236 -0.515 -0.778
0.578 0.680 -0.502
-0.953 -0.064 1.478
0.228 -0.057 -0.008
-0.001 0.034 0.090
-0.147 -0.023 -0.100
0.004 0.279 -0.341
0.014 0.509 -0.700
0.047 -0.599 1.091
-0.148 0.184 0.031
0.068 -0.053 0.253
0.175 -0.339 -0.586
-0.201 -0.145 0.422
-0.393 -0.220 0.226
0.423 0.475 -0.690
-0.203 0.054 0.661
-0.052 0.382 0.157
-0.194 -0.614 -0.496
0.094 -0.085 0.544
0.249 -0.569 0.223
-0.467 0.781 -0.845
-0.071 0.140 -0.247
-0.255 0.195 0.070
0.228 -0.328 0.283
0.106 0.121 -0.076
-0.060 0.171 -0.337
-0.077 -0.291 0.359
0.166 -0.714 0.925
-0.934 -0.428 0.448
1.323 1.072 -1.763

2S+1 = 1
SMILES = C=C(CC)CCC.O.O.O.O.O.O.O.O.O.O


No. 4
The following is a DFT calculation (ωB97M-V/def2-TZVPD) of a cluster of 11 separate species, C7H34O11 in total at a distorted geometry.

Atoms and positions in Å:
C 2.5819 0.7326 -0.6381
O 1.9861 1.9503 -1.0685
C 1.4370 -0.2524 -0.2062
C 0.9398 0.1046 1.2190
C 1.8174 -0.4903 2.3654
C 1.3775 -1.9279 2.7537
C -0.1203 -2.3271 2.4789
C -1.1739 -2.1288 3.2600
H 3.2462 0.3357 -1.4284
H 3.0571 0.7276 0.3306
H 1.1540 2.1488 -0.5668
H 1.9748 -1.2389 -0.3150
H 0.4947 -0.0775 -0.7697
H 0.8415 1.1519 1.3836
H -0.0368 -0.3070 1.3799
H 1.7960 0.1321 3.2469
H 2.8766 -0.4998 2.0315
H 1.8401 -2.6848 2.0818
H 1.6053 -2.0313 3.7899
H -0.1593 -2.6721 1.4557
H -2.1707 -2.4493 2.9209
H -1.3235 -1.4640 4.0810
H -3.5002 1.8688 -2.5857
H -2.7888 2.8755 -1.6633
O -3.6841 2.6032 -1.9448
H -2.5146 0.4952 -1.2537
H -3.1965 -0.1814 0.0620
O -2.4086 0.1141 -0.3701
H -1.7334 1.7856 2.2074
H -3.2441 1.8976 2.0870
O -2.5414 1.9478 2.7213
H 0.9010 -0.9882 -3.8853
H 0.1205 0.0694 -3.2668
O 0.2567 -0.9479 -3.1497
H 1.3226 3.3367 2.9088
H 0.9438 2.0123 3.6854
O 0.8255 2.5239 2.8651
H 1.4315 -3.2164 -0.5809
H 0.4467 -4.1360 -1.2118
O 1.0701 -4.0945 -0.4697
H -0.8716 2.2378 0.1277
H -0.1152 3.3823 0.9097
O -0.2524 2.9511 0.0674
H 0.7506 2.2715 -3.8590
H 1.2661 1.5064 -2.6184
O 0.4770 1.6690 -3.1463
H -1.9368 -0.2675 -2.7712
H -1.1027 1.0299 -2.8471
O -2.0421 0.6594 -2.9222
H -0.2010 -2.7436 -2.9192
H -1.3348 -3.6910 -3.0660
O -0.3853 -3.7033 -2.8966

Atomic forces in eV per Å
-2.223 -1.147 0.410
0.701 0.085 0.097
0.318 0.548 -0.115
1.476 -1.567 0.614
-0.199 -0.366 -1.351
-1.367 -0.340 -1.449
1.639 1.583 0.638
-1.393 -0.176 -1.450
-0.392 0.320 0.376
1.247 1.101 0.047
0.708 0.023 -0.150
-1.434 0.445 0.293
0.972 -0.891 -0.589
0.224 0.649 -0.413
-0.698 -0.143 -0.215
-0.141 0.238 0.283
-0.418 -0.079 0.325
0.558 0.495 0.941
0.368 -0.706 0.667
-0.743 -0.787 0.135
0.498 -0.103 -0.173
0.942 0.011 1.015
-0.147 1.038 0.802
-0.690 -0.113 -0.227
0.630 -0.520 -0.493
-0.797 0.009 0.235
-0.828 0.027 -0.173
1.662 0.111 0.581
-0.332 -0.023 0.330
-0.586 -0.046 -0.552
0.959 0.018 0.260
-0.257 -0.814 0.445
0.284 -2.214 0.515
0.560 2.127 -1.426
0.355 0.213 0.505
0.051 0.655 -0.444
-0.449 -0.278 0.288
0.254 0.294 0.094
-0.076 -0.212 -0.056
-0.151 -0.079 0.013
-0.790 -0.646 0.555
-0.324 -0.290 0.473
0.636 0.762 -1.101
-0.336 -0.271 0.314
0.601 0.492 1.095
-0.390 0.499 -1.429
0.179 -1.166 -0.155
-1.882 -0.117 -0.209
1.320 1.357 -0.157
0.255 -0.236 0.042
0.010 -0.434 0.047
-0.366 0.659 -0.107

2S+1 = 1
SMILES = C=CCCCCCO.O.O.O.O.O.O.O.O.O.O


Calculated values (Eh) of total energy for the records, taken in order: -943.02166; -1018.86046; -1039.46275; -1114.65396.